1.
Here is a molecular structure, C6H8N4S at a distorted geometry from the Open Molecules 2025 dataset. Energies are from the ωB97M-V functional and the def2-TZVPD basis.

Last column: Löwdin charge in e.
Cartesian coordinates (Å):
S (0.22196, -0.58850, 0.72963)  0.868
N (-1.31683, -2.06320, -0.00293)  0.073
N (-3.10570, -2.71048, -4.23422)  0.156
N (0.81586, -0.87169, 2.12281)  -0.304
N (-2.33255, -5.02201, -0.45740)  0.152
C (-1.48819, -1.95189, -1.24366)  -0.305
C (-0.54016, 1.04294, 0.91019)  -0.167
C (1.59117, -0.37337, -0.45289)  -0.200
C (-2.66183, -2.89478, -3.21169)  -0.266
C (-2.04489, -3.02023, -2.01170)  -0.277
C (-2.20659, -4.13202, -1.18952)  -0.264
H (1.23123, -0.95313, -1.36833)  0.069
H (2.47768, -0.88416, 0.13313)  0.108
H (1.86664, 0.59193, -0.73428)  0.021
H (-1.67004, 0.96408, 0.75132)  0.103
H (-0.17384, 1.23883, 1.87294)  0.028
H (-0.11210, 1.65642, 0.15665)  0.038
H (-1.27968, -1.00733, -1.82195)  0.142
H (1.06299, -1.84842, 2.30861)  0.026

Calculated values
HOMO-LUMO gap (spin up / spin down) = 0.2283 / 0.2290 Eh
Net charge = 0
LUMO (spin up / spin down) = -2.02 / -2.02 eV
HOMO level (spin up / spin down) = -8.24 / -8.25 eV

=====

2.
Here is a single CH4ClNO molecule at a distorted geometry from the Open Molecules 2025 dataset. Energies are from the ωB97M-V functional and the def2-TZVPD basis.

Last column: Löwdin charge in e.
Cartesian coordinates (Å):
Cl (-2.55717, 0.09596, -0.02002)  0.566
O (-0.06227, -0.65912, -0.09056)  -0.327
N (1.34863, -0.32339, -0.00987)  0.033
C (-0.83161, 0.55507, -0.03800)  -0.611
H (-0.64733, 1.20612, -0.94786)  0.101
H (1.49036, -0.78910, 0.91419)  0.102
H (-0.47863, 0.81067, 0.93279)  0.062
H (1.73801, -0.89622, -0.74067)  0.073

Calculated values
HOMO-LUMO gap = 0.4194 Eh
Net charge = 0
LUMO = 1.01 eV
SMILES = NOCCl
HOMO level = -10.41 eV

=====

3.
Here is a single CH3NO3S molecule at a distorted geometry from the Open Molecules 2025 dataset. Energies are from the ωB97M-V functional and the def2-TZVPD basis.

Last column: Löwdin charge in e.
Cartesian coordinates (Å):
S (-1.17035, 0.69813, -1.13864)  0.872
O (0.79928, -0.73450, -0.61774)  -0.247
O (-0.21154, 0.44691, 1.14206)  -0.184
O (0.27053, -1.93271, -0.27407)  0.010
N (-1.31649, 0.42521, 0.43596)  -0.416
C (1.01460, 0.07404, 0.46309)  -0.244
H (1.59206, -0.39859, 1.26384)  0.149
H (-2.47774, 0.43763, -1.35780)  -0.082
H (1.49965, 0.98389, 0.08330)  0.142

Calculated values
HOMO-LUMO gap (spin up / spin down) = 0.3630 / 0.2255 Eh
Net charge = 0
LUMO (spin up / spin down) = 0.05 / -1.67 eV
HOMO level (spin up / spin down) = -9.83 / -7.81 eV

=====

4.
Here is 6 unconnected molecules or ions with the total composition C50H60Cl10N5O3S at a distorted geometry from the Open Molecules 2025 dataset. Energies are from the ωB97M-V functional and the def2-TZVPD basis.

Last column: Löwdin charge in e.
Cartesian coordinates (Å):
Cl (12.66716, 3.71026, 2.79717)  0.673
Cl (7.98298, -4.13862, 1.65356)  0.658
Cl (9.71102, 1.90556, -3.04685)  0.691
Cl (4.11125, 0.74680, 2.33922)  0.714
Cl (10.99743, 1.83479, 0.84304)  0.678
Cl (9.25059, -1.17308, -2.38704)  0.693
Cl (-8.51512, 0.92083, 4.84256)  0.673
Cl (1.21167, 2.02243, 2.47186)  0.678
Cl (-10.22929, -1.73974, 4.62252)  0.673
Cl (9.33796, -6.82405, 2.70330)  0.674
S (-5.57620, -0.14967, 3.75145)  0.960
O (-3.25652, 0.28493, 0.21769)  -0.007
O (-2.82070, -0.44583, -0.93484)  -0.173
O (-3.08049, 0.92995, 3.93525)  0.067
N (-0.69257, -1.25017, -2.59021)  0.106
N (-6.66325, 3.88986, -4.90215)  -0.006
N (-3.16730, -1.03472, 2.93699)  0.034
N (-1.84826, -0.57969, 2.88962)  0.059
N (-3.08736, -2.03789, -3.07509)  -0.091
C (-0.78566, -2.61270, -3.22536)  -0.062
C (-6.54366, -2.55954, -1.59328)  -0.197
C (11.42629, -4.24640, -0.34275)  -0.077
C (1.67572, 2.30283, 5.11272)  -0.109
C (-7.34748, -0.55551, 1.62383)  -0.254
C (-4.45935, -2.57262, -3.07313)  -0.142
C (-3.84437, -0.11189, 3.54796)  -0.690
C (2.18289, 1.86189, 3.89987)  -0.671
C (12.91862, 2.35420, -0.96389)  -0.116
C (7.19883, -0.33013, -0.87358)  -0.102
C (-5.03251, 0.57218, -4.50462)  -0.201
C (-1.85319, 0.56577, 3.50380)  -0.174
C (12.46787, 2.58523, 0.32738)  -0.682
C (-10.21036, 0.92001, 5.19450)  -0.672
C (-12.17241, 2.12874, 5.86382)  -0.077
C (-1.47182, -0.22988, -3.34708)  -0.194
C (-3.59757, 0.04948, -2.02160)  -0.129
C (14.36832, 3.99588, 0.73475)  -0.108
C (11.37019, -6.19618, 1.05755)  -0.107
C (12.02079, -5.41262, 0.11998)  -0.078
C (8.22892, 0.05201, -1.72066)  -0.682
C (-2.15026, -2.76858, -3.88856)  -0.154
C (-7.00314, -2.30588, -0.15879)  -0.204
C (14.81651, 3.76628, -0.55436)  -0.080
C (6.37518, 0.62839, -0.31026)  -0.097
C (-3.62485, -0.04490, -4.57660)  -0.091
C (-12.31562, -0.21968, 5.38305)  -0.106
C (-7.31208, -0.83411, 0.10660)  -0.201
C (9.53346, -4.65085, 1.07723)  -0.684
C (13.19437, 3.40520, 1.17928)  -0.688
C (-12.92200, 0.96428, 5.76564)  -0.077
C (2.43198, 2.17678, 6.26517)  -0.072
C (-5.04559, 2.08656, -4.35251)  -0.199
C (8.43088, 1.39459, -2.00569)  -0.695
C (7.60548, 2.35398, -1.43756)  -0.107
C (-6.48158, 2.61856, -4.18999)  -0.281
C (-5.99370, 0.03939, 1.98650)  -0.464
C (6.57850, 1.97229, -0.59152)  -0.077
C (4.20442, 1.17092, 4.99447)  -0.096
C (-10.95854, -0.24435, 5.09764)  -0.685
C (14.09118, 2.94277, -1.40469)  -0.079
C (-2.99403, -0.57378, -3.26373)  -0.345
C (-5.02620, -2.75947, -1.66181)  -0.166
C (10.18523, -3.86756, 0.13744)  -0.116
C (3.69711, 1.60877, 6.20568)  -0.068
C (-1.07789, 1.20729, -2.96008)  -0.155
C (-0.40673, 1.39485, -1.59665)  -0.067
C (3.44839, 1.29835, 3.83944)  -0.671
C (10.12423, -5.81879, 1.53756)  -0.689
C (-10.81851, 2.10608, 5.57724)  -0.106
H (0.28932, -0.98438, -2.60835)  0.174
H (-6.28435, -2.69555, 0.56135)  0.117
H (15.73237, 4.22970, -0.89421)  0.107
H (7.77589, 3.39852, -1.65634)  0.109
H (-1.92233, 1.87701, -3.06622)  0.110
H (5.57743, 0.32971, 0.35527)  0.025
H (-3.61442, -0.83886, -5.31785)  0.122
H (-5.65188, 0.13539, -3.72460)  0.093
H (-6.84762, -1.70276, -2.20034)  0.102
H (-3.55298, 1.13461, -2.01770)  0.124
H (-4.55776, -2.05421, -0.98164)  0.090
H (-3.19542, -0.39395, 0.90614)  0.055
H (-5.15351, -1.96899, -3.65597)  0.109
H (5.18911, 0.72888, 4.94052)  0.112
H (-8.26685, -0.58018, -0.34579)  0.117
H (12.99179, -5.71301, -0.24875)  0.107
H (-7.46253, -1.50421, 2.14071)  0.101
H (-2.97600, 0.75060, -4.94316)  0.118
H (-0.34968, 1.53994, -3.69865)  0.121
H (-1.00866, 1.21244, 3.65461)  0.072
H (-1.17917, -0.36300, -4.38539)  0.151
H (2.03396, 2.52359, 7.20846)  0.111
H (-5.22237, -0.53594, 1.48014)  0.044
H (-7.16039, 1.85625, -4.58620)  0.105
H (-7.03806, -3.41871, -2.04331)  0.116
H (-13.97997, 0.97730, 5.98759)  0.109
H (14.43858, 2.75777, -2.41183)  0.107
H (0.69143, 2.74883, 5.15295)  0.105
H (-4.81150, -3.76666, -1.31446)  0.122
H (-0.99854, -1.27933, -1.61574)  0.168
H (-7.37014, 4.44204, -4.43497)  0.063
H (-4.62783, 2.58501, -5.22275)  0.113
H (-10.22757, 3.00790, 5.65237)  0.107
H (-5.54136, 0.34120, -5.43978)  0.122
H (-5.91427, 1.07690, 1.67676)  0.096
H (-6.53854, -0.19592, -0.32653)  0.097
H (-8.13599, 0.12833, 1.91422)  0.090
H (-2.37377, -3.82786, -3.88485)  0.133
H (-4.48659, 2.39277, -3.46895)  0.096
H (-0.25589, 2.45877, -1.44533)  0.090
H (5.94141, 2.72394, -0.14507)  0.106
H (14.92801, 4.63451, 1.40315)  0.107
H (-7.04661, 3.70613, -5.81921)  0.067
H (-0.66887, -3.33522, -2.42481)  0.137
H (0.03991, -2.74772, -3.91690)  0.135
H (7.05131, -1.37836, -0.65196)  0.102
H (-4.63989, -0.22413, -1.87281)  0.115
H (-1.02529, 1.05130, -0.77418)  0.064
H (-12.64151, 3.05501, 6.16508)  0.108
H (11.92830, -3.63062, -1.07651)  0.107
H (-2.09323, -2.42786, -4.92774)  0.125
H (-7.93316, -2.84301, 0.02703)  0.118
H (9.71800, -2.96135, -0.21831)  0.059
H (0.57102, 0.92176, -1.55234)  0.076
H (12.34656, 1.71265, -1.61908)  0.078
H (11.82636, -7.10558, 1.42187)  0.107
H (-4.43258, -3.54148, -3.56506)  0.124
H (-12.89264, -1.13008, 5.30493)  0.108
H (4.29083, 1.50708, 7.10314)  0.112
H (-6.74115, 2.72301, -3.14100)  0.111

Calculated values
HOMO-LUMO gap = 0.2878 Eh
Net charge = +1
LUMO = -2.35 eV
HOMO level = -10.18 eV

=====

Looking at energy above the lowest of the compared OMol25 structures with the same formula, charge and spin for the records above, in order, we have 575.5, 288.8, 774.6, 0.0 kJ/mol.
Looking at total energy for the records above, in order, we have -850.3898, -630.6001, -718.2760, -7440.5400 Ha.